C10H16O | ωB97M-V/def2-TZVPD

The geometry in ORCA input format:
```
! wB97M-V def2-TZVPD RIJCOSX def2/J DEFGRID3
* xyz -1 2
C 2.6992 0.5273 1.0787
C 2.6707 -0.3121 -0.1686
C 2.2108 -0.2227 2.3046
H 2.0036 1.3735 0.9842
H 3.6326 1.0580 1.2522
H 3.1757 0.1777 -1.0211
H 3.1398 -1.3032 -0.0325
H 1.4944 -0.9787 1.9518
H 1.6498 -0.6055 -0.4344
H 1.5448 0.3399 2.9753
H 2.9580 -0.8773 2.7408
C -1.7694 2.5004 -1.1154
C -2.7188 0.3495 -0.2159
C -1.7580 0.9990 -0.9896
C -2.6677 -1.0449 0.0147
C -0.7573 0.2279 -1.6020
C -1.5350 -1.7737 -0.4371
C -0.6210 -1.1486 -1.2396
O -1.4457 -3.1140 -0.1349
H -3.5848 0.9127 0.1169
H -3.4819 -1.6098 0.4464
H -2.7946 2.8602 -1.2945
H -1.2318 2.8120 -2.0133
H -0.0012 0.7416 -2.1969
H 0.2871 -1.6870 -1.5273
H -1.7037 -3.2190 0.7840
H -1.3957 3.0173 -0.2264
*
```

As for the HOMO-LUMO gap (alpha / beta): 2.94 / 7.29 eV. The value obtained for the largest force on an atom is 0.0351 Eh/bohr. As for the HOMO energy (alpha / beta): 0.0285 / -0.1335 Eh. The LUMO energy (alpha / beta) comes out at 3.72 / 3.66 eV. The energy relative to the best compared isomer or geometry (same formula, charge and spin) comes out at 7.1 kcal per mole.



C10H16O | ωB97M-V/def2-TZVPD

The geometry in ORCA input format:
```
! wB97M-V def2-TZVPD RIJCOSX def2/J DEFGRID3
* xyz 0 1
C -2.2453 -2.1777 1.0515
C -0.9122 -1.5292 1.3003
C -0.8168 -0.4401 2.1967
C 0.4262 0.0780 2.5245
C 1.5919 -0.4880 1.9096
O 2.7588 0.1249 2.1752
C 1.4396 -1.5289 1.0248
C 0.2210 -2.1797 0.8511
H -3.0787 -1.5260 1.2707
H -2.2681 -3.0902 1.6637
H -2.2820 -2.5083 0.0039
H -1.6753 0.0863 2.6048
H 0.4679 0.9054 3.2454
H 3.6228 -0.2457 1.9876
H 2.3181 -1.8298 0.4798
H 0.1961 -3.0819 0.2621
C 1.0115 2.4537 -1.7400
C 0.1340 1.7849 -2.8698
C -1.0325 0.9954 -2.2314
H 1.5055 1.6523 -1.1857
H 0.2699 2.8727 -1.1056
H 1.6621 3.1773 -2.2473
H -0.2030 2.5812 -3.5129
H 0.8044 1.2101 -3.4945
H -1.8321 1.0987 -2.9353
H -0.5701 0.0688 -1.8913
H -1.5139 1.5356 -1.3377
*
```

As for the HOMO-LUMO gap: 9.02 eV. The SMILES is Cc1ccc(O)cc1.CCC. The value obtained for the largest force on an atom is 0.0470 Eh/bohr. As for the HOMO energy: -0.3020 Eh. The LUMO energy comes out at 0.80 eV. The energy relative to the best compared isomer or geometry (same formula, charge and spin) comes out at 39.9 kcal per mole.



C10H16O | ωB97M-V/def2-TZVPD

The geometry in ORCA input format:
```
! wB97M-V def2-TZVPD RIJCOSX def2/J DEFGRID3
* xyz 0 1
C 0.9153 1.2650 -2.8650
C 0.0364 0.3634 -2.0567
C 0.3993 -0.9748 -2.2619
C -0.3531 -1.9432 -1.6105
C -1.4019 -1.5763 -0.7641
O -2.1107 -2.4369 -0.0016
C -1.7630 -0.2563 -0.5728
C -0.9725 0.7871 -1.0353
H 1.6316 1.6828 -2.1492
H 0.3668 2.3089 -3.1244
H 1.5235 0.9787 -3.7637
H 1.0849 -1.3191 -3.0757
H -0.1724 -3.0110 -1.8068
H -2.4877 -3.1108 -0.4989
H -2.7642 -0.1728 -0.1250
H -1.2876 1.8436 -0.8005
C 1.3084 -0.5817 2.3091
C 0.0555 0.4076 2.1523
C 0.4630 1.7454 2.7292
H 2.0602 -0.0570 2.8165
H 1.5025 -0.8943 1.3326
H 1.1828 -1.6097 2.7631
H -0.1978 0.5079 1.0671
H -0.7250 0.0655 2.7156
H 1.1571 2.1461 2.0054
H -0.5164 2.3764 2.9100
H 1.0653 1.4654 3.7112
*
```

As for the HOMO-LUMO gap: 9.23 eV. The SMILES is Cc1ccc(O)cc1.CCC. The value obtained for the largest force on an atom is 0.0936 Eh/bohr. As for the HOMO energy: -0.3083 Eh. The LUMO energy comes out at 0.84 eV. The energy relative to the best compared isomer or geometry (same formula, charge and spin) comes out at 75.6 kcal per mole.



C10H16O | ωB97M-V/def2-TZVPD

The geometry in ORCA input format:
```
! wB97M-V def2-TZVPD RIJCOSX def2/J DEFGRID3
* xyz 0 1
C -2.8292 -2.0516 0.6771
C -1.5782 -1.2411 1.0180
C -1.2385 -0.2018 -0.0437
C -0.8098 -0.6267 -1.2982
C -0.2495 0.2691 -2.1918
C -0.3254 1.6252 -1.8897
O 0.0648 2.5971 -2.7915
C -0.7374 2.0776 -0.6547
C -1.1688 1.1401 0.2946
H -2.6948 -2.6316 -0.2318
H -3.6295 -1.3481 0.4415
H -3.1867 -2.6421 1.5216
H -1.7474 -0.7249 1.9634
H -0.6929 -1.8664 1.1594
H -0.9139 -1.6691 -1.5466
H 0.1488 -0.0398 -3.1455
H -0.0078 2.2737 -3.7048
H -0.7940 3.1397 -0.4448
H -1.3144 1.4389 1.3189
C 3.2562 -0.5217 0.7704
C 2.6872 0.6440 1.5994
H 3.9216 -1.1644 1.3579
H 2.4406 -1.1576 0.4406
H 3.8177 -0.1297 -0.0707
H 1.5975 0.6132 1.6455
H 3.0226 1.5759 1.1470
H 2.9612 0.6220 2.6585
*
```

As for the HOMO-LUMO gap: 9.34 eV. The SMILES is CCc1ccc(O)cc1.CC. The value obtained for the largest force on an atom is 0.0213 Eh/bohr. As for the HOMO energy: -0.3118 Eh. The LUMO energy comes out at 0.85 eV. The energy relative to the best compared isomer or geometry (same formula, charge and spin) comes out at 22.8 kcal per mole.



C10H16O | ωB97M-V/def2-TZVPD

The geometry in ORCA input format:
```
! wB97M-V def2-TZVPD RIJCOSX def2/J DEFGRID3
* xyz 0 1
C 1.4950 1.8273 -0.6544
C 1.2476 0.4098 -1.0939
C 0.1586 0.0901 -1.9065
C -0.1006 -1.2153 -2.2910
C 0.8639 -2.1765 -2.0010
O 0.8205 -3.4174 -2.6077
C 1.9164 -1.9098 -1.1496
C 2.0606 -0.6172 -0.6447
H 1.8478 1.8964 0.3650
H 0.6048 2.4531 -0.7160
H 2.2483 2.2946 -1.2941
H -0.5068 0.9125 -2.1355
H -1.0765 -1.4629 -2.6821
H -0.0741 -3.7870 -2.5951
H 2.5256 -2.7328 -0.8159
H 2.8989 -0.4663 0.0249
C -1.2581 1.0397 3.2508
C -1.2115 1.1523 1.7038
C -2.0907 0.0632 1.0600
H -1.3634 0.0133 3.5873
H -2.1222 1.6227 3.5740
H -0.3619 1.4962 3.6745
H -1.4445 2.1532 1.4078
H -0.1891 1.0346 1.3496
H -2.9908 0.4488 0.5899
H -1.5481 -0.4024 0.2332
H -2.3499 -0.7202 1.7668
*
```

As for the HOMO-LUMO gap: 9.40 eV. The SMILES is Cc1ccc(O)cc1.CCC. The value obtained for the largest force on an atom is 0.0308 Eh/bohr. As for the HOMO energy: -0.3149 Eh. The LUMO energy comes out at 0.83 eV. The energy relative to the best compared isomer or geometry (same formula, charge and spin) comes out at 26.2 kcal per mole.



C10H16O | ωB97M-V/def2-TZVPD

The geometry in ORCA input format:
```
! wB97M-V def2-TZVPD RIJCOSX def2/J DEFGRID3
* xyz 0 1
C 1.8713 -3.2892 0.0928
C 1.6506 -1.9579 -0.7069
C 0.5626 -0.9452 -0.1437
C -0.7765 -1.1103 -0.4875
C -1.7533 -0.3640 0.2151
C -1.3984 0.4789 1.2608
O -2.3130 1.2074 2.0290
C -0.0429 0.8411 1.4005
C 0.9336 0.1218 0.7457
H 2.1634 -3.9979 -0.7227
H 0.8456 -3.9204 0.4422
H 2.5365 -3.1630 0.8741
H 2.4454 -1.1335 -0.6721
H 1.3095 -2.0137 -1.7091
H -1.2841 -1.7191 -1.1823
H -2.7006 -0.7274 -0.0112
H -3.1098 0.6773 2.3516
H 0.2150 1.3745 2.2952
H 1.9595 0.3070 0.9610
C 0.8329 1.7325 -1.9667
C 0.0284 2.9189 -1.6991
H 1.5894 2.0133 -2.7589
H 1.5261 1.3947 -1.2052
H 0.1606 0.9297 -2.3644
H -0.5423 2.9459 -0.6950
H -0.6626 3.0268 -2.5567
H 0.6028 3.7873 -1.5451
*
```

As for the HOMO-LUMO gap: 9.17 eV. The SMILES is CCc1ccc(O)cc1.CC. The value obtained for the largest force on an atom is 0.1043 Eh/bohr. As for the HOMO energy: -0.3066 Eh. The LUMO energy comes out at 0.82 eV. The energy relative to the best compared isomer or geometry (same formula, charge and spin) comes out at 72.6 kcal per mole.



Which formula does entry 5 have? C10H16O



What is the energy relative to the best compared isomer or geometry (same formula, charge and spin) in the sixth record? 72.6 kcal per mole



Which of these has the highest energy relative to the best compared isomer or geometry (same formula, charge and spin)? number 3